112
Properties=species:S:1:pos:R:3:forces:R:3:mulliken_charge:R:1 method="wB97M-V/def2-TZVPD" homo_ev="-6.4 / -6.9" multiplicity=4 lumo_energy_ev="0.51 / 0.51" charge=0 homo_lumo_gap_ev="6.9 / 7.4" s_squared=3.76
V 0.0526 0.0245 0.0702 0.07 1.22 0.05 1.2186
S 4.1232 3.3624 -0.6295 -0.01 0.02 0.02 -0.0086
S 2.5436 2.1938 2.1015 -0.02 0.01 -0.02 0.3649
S -3.6153 3.7221 -0.1788 0.01 0.00 0.00 -0.3916
S 5.4814 -0.8442 -0.7960 0.01 0.00 -0.02 -0.0310
P -0.2695 -0.3597 -2.3772 -0.41 -0.13 -0.50 1.4633
P -0.0898 -0.2686 2.5900 -0.26 -0.16 0.39 0.6364
O 1.8089 0.7018 -0.2750 0.55 -0.31 -0.13 0.3770
N -1.5904 2.1179 0.0933 0.56 -0.15 -0.02 0.5360
N -1.5765 -1.1684 0.1266 -1.07 -0.79 0.21 1.1432
N -3.6312 1.1207 0.5740 -0.08 0.17 0.03 -0.0178
C -2.7948 -3.1960 3.6611 0.00 0.02 -0.01 0.5282
C 3.5137 2.1499 3.5072 0.03 -0.04 -0.05 -0.7386
C -2.6085 -3.1131 1.2507 -0.03 -0.10 0.07 -0.5517
C 2.0111 -2.0257 2.3360 0.00 0.00 -0.09 -1.8457
C 0.7757 -1.6444 -3.2301 0.19 0.06 0.07 1.3353
C -4.5701 -1.8478 -2.0181 0.02 0.03 -0.02 -1.2994
C -1.9854 -2.0758 3.7063 0.02 0.02 0.02 -0.2677
C -1.9029 -1.8970 1.2899 0.15 0.09 -0.17 -0.1681
C 4.5329 3.8237 -2.2220 -0.01 -0.07 -0.03 -0.3899
C -1.9303 -1.0895 -2.2830 0.06 0.05 -0.05 -0.9687
C -0.3792 0.8259 5.2926 0.04 0.04 -0.04 -1.7195
C 3.9847 -2.8773 -1.1283 0.06 0.07 0.01 -1.2312
C -1.4816 -1.4512 2.5617 0.06 0.02 -0.07 -0.2656
C 5.2910 -2.5018 -1.1704 -0.08 0.00 0.00 -0.8168
C -4.9182 -1.8697 -4.5265 -0.01 -0.01 0.00 -1.6454
C -3.0432 -3.7377 2.3999 0.02 0.01 0.01 -1.2223
C 3.5526 1.0670 1.2809 0.07 -0.07 0.08 -0.9855
C -0.4849 0.9727 -3.6511 0.08 0.05 0.07 0.2026
C 4.5801 0.6703 2.0840 -0.02 0.04 0.02 -0.2679
C -1.0660 3.3662 -0.2407 -0.05 -0.02 0.01 -1.9559
C 0.6543 4.9376 -0.7600 -0.06 0.04 -0.02 -0.8771
C 3.1287 -1.7976 -0.7745 -0.08 -0.05 0.11 -0.1982
C 0.7821 -1.6351 -4.7557 -0.04 -0.06 0.04 -1.5428
C -0.4944 1.0943 3.7930 0.02 0.09 -0.04 1.0093
C 4.3974 2.7882 -3.0956 -0.02 0.03 0.06 -1.0728
C 0.2848 3.6536 -0.4027 0.01 0.01 -0.02 0.7428
C -3.7829 -1.6780 -0.8955 -0.14 -0.01 -0.08 -0.5418
C -2.7374 -1.2886 -3.3999 -0.03 0.02 0.00 -0.3868
C 4.5594 1.2915 3.3640 -0.03 0.01 -0.01 -0.8601
C -0.3030 5.9333 -0.9613 0.02 -0.02 0.01 -0.7602
C -4.0613 -1.6845 -3.3048 0.04 0.00 0.03 0.4963
C 3.7890 -0.6331 -0.5443 0.06 -0.08 -0.11 0.0378
C 3.9503 1.6035 -2.4545 0.00 0.03 -0.03 -0.7037
C -2.4216 -1.3392 -0.9905 0.26 -0.15 0.10 0.1491
C -1.8637 1.6862 3.4703 0.01 -0.03 -0.10 -1.2450
C 0.9607 -2.1657 4.5664 0.07 0.01 -0.02 -1.9038
C -3.3179 -3.8449 4.9127 -0.01 -0.01 0.00 -1.6837
C -2.0172 4.3718 -0.4436 0.02 0.02 0.00 1.2084
C -1.7130 1.8415 -3.3821 -0.05 -0.02 0.04 -1.6738
C -1.6515 5.6589 -0.8077 0.01 -0.01 -0.01 -0.5385
C -2.8807 2.1712 0.1733 -0.26 -0.27 0.00 0.1974
C 0.3994 -3.0279 -2.7001 0.02 0.00 0.07 -1.6506
C 0.7844 1.8225 -3.6966 0.04 -0.04 -0.01 -1.6817
C 3.1814 0.7083 -0.1591 -0.01 0.33 0.19 2.2780
C 1.2875 -1.2211 3.4084 0.03 0.02 0.01 1.3792
C 3.7410 1.7591 -1.1181 0.14 0.07 0.01 -0.5230
H -0.5862 1.7590 5.8227 0.00 0.00 0.02 0.5206
H -5.6120 -2.1171 -1.8889 -0.04 -0.02 0.00 0.3668
H -1.6557 2.7474 -3.9886 -0.02 0.01 -0.02 0.5098
H -5.3664 -0.9269 -4.8457 -0.02 0.03 -0.01 0.2782
H -3.1117 -3.2292 5.7876 0.00 0.01 0.02 0.3660
H 1.3230 -2.7217 1.8448 -0.01 -0.02 0.00 0.2358
H 4.8655 4.8259 -2.4264 0.03 0.08 -0.03 0.4764
H 5.2899 1.1026 4.1356 0.03 -0.01 0.04 0.4275
H 1.9021 -2.5720 4.9438 0.01 -0.01 0.03 0.4992
H -4.6082 1.0934 0.3394 0.04 0.01 -0.03 0.3147
H -1.9448 1.9596 2.4194 0.03 -0.03 0.15 0.0880
H 0.6162 0.5006 5.5885 0.05 -0.05 -0.02 0.3260
H 2.8183 -2.6149 2.7765 0.03 0.00 0.01 0.6548
H -2.6426 1.3253 -3.6217 0.03 0.00 0.02 0.2630
H 0.4445 -1.7052 5.4029 -0.05 0.08 0.02 0.3414
H 3.6392 -3.8767 -1.3412 -0.02 -0.07 -0.01 0.4682
H 0.2982 -3.0393 -1.6118 0.00 0.01 0.02 0.1423
H 3.2569 2.7499 4.3628 -0.01 0.04 0.08 0.5250
H -2.3200 -1.1003 -4.3834 0.01 0.00 -0.05 0.4066
H -2.8307 -3.5606 0.2918 0.02 -0.02 0.04 0.6813
H -0.6123 0.4838 -4.6198 -0.03 0.01 -0.01 0.9650
H 2.0571 -1.8860 -0.6600 0.02 0.01 -0.05 0.3320
H 0.6595 2.6467 -4.4018 0.01 0.01 -0.02 0.5940
H 1.7033 5.1664 -0.8894 0.02 0.00 -0.01 0.4011
H 1.6521 1.2414 -4.0110 0.02 -0.02 0.00 0.1641
H -0.5543 -3.3571 -3.1153 -0.01 0.01 -0.01 0.3959
H -3.1379 0.2353 0.6080 0.04 0.06 0.00 -0.4577
H 1.0190 2.2419 -2.7175 -0.02 0.02 0.02 0.1155
H -1.1076 0.0957 5.6418 -0.03 -0.05 0.01 0.2298
H -2.8563 -4.8208 5.0769 0.01 -0.02 0.00 0.3197
H -4.3963 -4.0010 4.8599 -0.02 0.00 0.00 0.3840
H -2.0329 2.5821 4.0699 0.00 0.03 0.03 0.5205
H 3.7937 0.6623 -2.9609 -0.01 -0.04 -0.02 0.7448
H 0.0078 6.9297 -1.2429 0.01 0.03 -0.01 0.4051
H -5.7305 -2.5701 -4.3349 -0.02 -0.02 0.00 0.3964
H -2.3951 6.4267 -0.9686 -0.03 0.03 0.00 0.4251
H 6.1500 -3.1031 -1.4108 0.06 -0.06 -0.02 0.4900
H -3.5948 -4.6674 2.3166 -0.02 -0.03 0.00 0.3885
H -4.2349 -1.8297 0.0763 -0.01 0.04 -0.04 0.6063
H 1.7921 -1.4233 -2.8844 -0.06 0.03 -0.07 -0.3485
H 5.3296 -0.0432 1.7831 0.03 -0.04 -0.02 0.5431
H -0.2144 -1.8026 -5.1679 -0.04 -0.02 0.00 0.2227
H 0.2698 1.8410 3.5475 -0.10 -0.02 -0.02 -0.1603
H -2.6576 0.9726 3.6980 -0.02 -0.02 0.00 0.2432
H 0.3609 -3.0066 4.2169 0.00 0.00 -0.01 0.4443
H 1.0213 2.8716 -0.2654 -0.01 0.00 -0.02 -0.1464
H 2.4434 -1.3801 1.5798 0.00 0.01 0.00 0.2167
H -1.7646 2.1440 -2.3374 0.04 0.03 -0.01 0.4041
H 1.1653 -3.7541 -2.9787 0.01 -0.03 -0.01 0.4414
H 1.1699 -0.7054 -5.1672 0.01 0.05 -0.01 0.3508
H -4.3343 -2.2532 -5.3627 0.02 -0.01 -0.02 0.3808
H -1.7124 -1.6830 4.6762 0.03 0.00 0.02 0.1553
H 1.4208 -2.4449 -5.1148 0.01 -0.02 -0.01 0.5112
H 1.9608 -0.4284 3.7615 0.01 -0.03 -0.01 0.3164
H 4.6151 2.8623 -4.1497 0.01 0.01 -0.06 0.4423

---

107
Properties=species:S:1:pos:R:3:forces:R:3:mulliken_charge:R:1 method="wB97M-V/def2-TZVPD" homo_ev=-7.3 multiplicity=1 relative_energy_kcal_mol=71.3 lumo_energy_ev=-0.89 charge=0 homo_lumo_gap_ev=6.4
S 1.1834 -0.9542 -0.0167 -3.10 -1.42 0.41 0.1947
P -4.3270 -4.8609 0.7199 -1.66 0.72 0.74 0.2443
N 0.6525 -2.4982 0.3338 -1.59 0.67 -0.32 -0.6896
N -0.2930 -0.2125 -0.1594 -0.93 -1.53 0.31 -0.4555
N -5.7962 -1.7820 1.3993 -1.64 0.04 -1.67 -0.5626
N -1.0213 -5.6016 2.1590 0.31 0.68 0.14 -0.1849
C -0.6132 -4.6054 3.1740 0.44 -0.49 1.36 -0.8066
C -0.1735 0.9335 3.9781 0.02 -0.01 0.01 -0.2478
C 6.2912 2.0930 -4.5716 -0.04 -0.01 -0.02 -0.3971
C 4.8826 2.3799 2.8837 -0.01 0.01 -0.04 -0.5040
C 4.8172 0.5284 -2.8084 0.01 0.04 -0.03 -0.3791
C 8.1221 6.4185 -3.8538 -0.02 -0.01 -0.05 -0.4743
C -3.6347 -2.0751 0.2341 1.42 0.79 -0.09 -0.4185
C -3.4203 0.5183 -0.2631 -0.14 -0.13 -0.31 0.6624
C -5.7858 -1.9999 -1.1576 -2.91 0.17 1.61 -0.3548
C 4.1116 2.9178 0.2671 -0.01 0.03 -0.01 -0.6948
C -3.3677 2.8975 0.9165 -0.15 -0.15 -0.86 -0.6430
C 5.2133 3.5653 0.8138 -0.03 -0.03 0.04 -0.3613
C 3.3966 2.0016 1.0284 0.04 0.01 0.02 -0.0494
C -2.5369 1.7247 0.2584 0.28 -0.27 0.74 -0.1830
C 6.6309 5.8090 -5.6423 0.02 0.00 -0.01 -0.4954
C -5.2054 -1.9382 0.1853 1.45 -0.11 -1.30 -0.2363
C 3.7841 1.7283 2.3350 0.00 0.00 0.00 -0.3477
C -2.7939 -0.8980 0.0082 -0.39 -2.11 0.60 0.2557
C -5.4011 -6.5709 2.7393 0.49 0.21 -0.81 -1.0225
C -4.2429 3.6971 -0.1299 0.57 -0.37 -0.02 -0.9621
C -7.2791 -1.9189 -1.2293 2.73 0.06 3.49 -0.7203
C 0.3164 2.0094 4.7092 -0.01 -0.01 0.00 -0.6424
C 4.4379 0.6175 -4.1425 0.01 0.01 0.01 -0.4558
C -3.7558 0.6409 -1.8153 -0.30 -0.22 0.22 -1.3916
C -1.0613 -0.0344 5.9957 0.03 0.04 0.00 -0.4566
C 7.0100 5.7194 -4.3084 0.02 0.03 0.02 -0.2568
C -7.1612 -1.7061 1.3749 0.23 -0.35 -2.64 -0.3370
C -0.8585 -0.0901 4.6220 0.00 -0.01 0.00 -0.2724
C 7.3687 6.5897 -6.5242 0.02 0.00 0.04 -0.3571
C 0.1168 2.0633 6.0836 -0.02 -0.02 -0.01 -0.4243
C -3.0767 -3.4868 0.5052 3.25 0.80 -0.56 0.7868
C -4.5151 -5.9217 -0.8274 0.18 0.31 -1.19 -0.6242
C -0.9396 -5.0783 0.7745 1.00 0.13 -0.49 -1.4796
C 8.8578 7.2020 -4.7350 0.00 -0.02 -0.01 -0.3540
C 6.6650 2.0109 -3.2354 -0.03 -0.01 0.00 -0.4506
C -7.8950 -1.7907 0.1103 0.20 0.05 -0.74 -0.4184
C -0.7192 -2.5109 0.3262 -0.45 1.04 0.01 0.6178
C -1.6354 -3.7011 0.5506 -1.09 1.18 -0.22 0.2065
C -1.3055 -1.1304 0.0531 1.21 -0.69 -0.08 0.2440
C -0.5761 1.0442 6.7264 0.01 -0.02 -0.05 -0.3578
C 5.5959 3.2993 2.1234 -0.01 -0.02 -0.02 -0.4600
C 5.9295 1.2278 -2.3541 0.01 -0.02 0.00 -0.4475
C 8.4840 7.2845 -6.0709 -0.03 -0.02 0.03 -0.3914
C -3.5778 -5.3405 -1.9763 -0.28 -0.02 0.96 -0.4849
C -4.0452 -5.8776 2.2675 0.63 -0.82 0.36 -0.1998
C 5.1759 1.3980 -5.0248 0.02 0.01 0.05 -0.4335
H -6.1900 -6.3171 1.9742 0.47 -0.34 1.06 0.3284
H -2.5305 -5.3270 -1.5736 -0.83 -0.14 -0.85 0.0066
H -5.0555 3.0541 -0.5709 0.69 0.66 0.58 0.1661
H 9.0610 7.8914 -6.7589 -0.03 -0.02 0.03 0.3550
H -4.4061 0.5467 0.2881 1.02 -0.14 -0.46 0.4663
H -0.3299 -6.3583 2.2473 -0.58 0.31 -0.26 0.2848
H 3.5665 0.0774 -4.4953 0.05 0.02 0.02 0.3793
H -3.5726 3.9938 -0.9930 -0.80 -0.05 0.94 0.2489
H 0.4887 -4.3267 3.1182 -1.25 0.11 -0.19 0.3082
H -5.5784 -5.7630 -1.1851 1.10 -0.21 0.64 0.3876
H -4.0566 2.4449 1.6854 0.83 0.55 -0.51 0.3149
H 7.0746 6.6568 -7.5654 0.01 0.00 0.05 0.3609
H -1.5976 -0.8316 6.4976 0.02 0.04 -0.03 0.3758
H 7.5317 2.5579 -2.8806 -0.03 -0.03 -0.03 0.4303
H 3.8106 3.1275 -0.7530 0.03 -0.02 0.04 0.4101
H 0.8541 2.8060 4.2072 -0.02 -0.04 0.02 0.4434
H 0.5011 2.9011 6.6544 -0.03 -0.04 -0.03 0.3564
H -4.0663 -0.3815 -2.1816 0.55 1.30 0.14 0.2415
H -7.8527 -1.9579 -2.1814 0.49 0.03 1.02 0.3962
H -4.6341 1.3267 -2.0030 1.02 -0.61 0.29 0.2888
H -4.4049 -7.0265 -0.6629 0.25 1.01 -0.01 0.4454
H 6.4381 5.1050 -3.6222 0.01 0.02 -0.04 0.5096
H -1.2357 -0.9323 4.0518 0.00 0.05 0.01 0.4618
H 6.8684 2.6999 -5.2598 -0.02 -0.01 0.04 0.4959
H -2.6397 3.6154 1.3988 -0.86 -0.83 -0.34 0.3810
H -1.8452 2.0827 -0.5645 -0.86 -0.26 0.90 0.3432
H -1.3217 -5.8612 0.0584 0.07 0.80 0.79 0.3125
H -0.0202 0.8923 2.9048 -0.01 0.00 0.03 0.4046
H 3.2294 1.0082 2.9264 0.01 0.04 -0.02 0.4380
H -9.0169 -1.7382 0.1611 1.28 -0.04 -0.02 0.3322
H -5.6911 -6.2060 3.7603 0.11 -0.47 -1.05 0.2845
H 5.7731 4.2782 0.2192 -0.03 -0.03 0.02 0.4249
H -5.2333 -7.6876 2.7299 -0.41 1.21 0.22 0.2848
H -0.7374 1.0897 7.7973 0.02 -0.01 -0.05 0.3567
H -2.8694 1.0321 -2.3860 -0.82 -0.55 0.49 0.3988
H -1.2776 -3.7014 3.2213 0.69 -0.83 -0.41 0.1572
H 9.7243 7.7485 -4.3800 -0.04 -0.03 -0.02 0.3563
H 5.1823 2.1708 3.9042 -0.02 0.01 -0.05 0.3789
H 0.1661 -4.9595 0.5317 -1.26 0.23 -0.10 0.4416
H 8.4152 6.3524 -2.8122 -0.01 0.01 -0.05 0.3546
H -3.6604 -5.1686 3.0561 -0.34 -0.70 -0.93 0.1815
H 2.5356 1.4985 0.6025 0.05 0.07 0.03 0.3832
H 6.2223 1.1622 -1.3124 -0.03 0.01 -0.05 0.4313
H -0.7246 -5.1163 4.1821 0.06 0.60 -1.06 0.3326
H -7.7261 -1.5941 2.3315 0.72 -0.10 -0.93 0.3761
H 5.7593 5.2689 -5.9952 0.04 0.02 0.03 0.3938
H -5.1626 -2.1231 -2.0804 -0.62 0.10 1.23 0.2597
H -1.8565 1.3304 1.0748 -0.74 0.45 -0.93 -0.1204
H -4.6902 4.6005 0.3644 0.35 -0.80 -0.66 0.3742
H -3.2742 -6.6892 2.1443 -0.61 1.06 0.14 0.3462
H -3.8694 -4.2594 -2.1186 0.32 -1.14 -0.13 -0.0093
H 4.8819 1.4649 -6.0662 0.02 -0.01 0.05 0.3706
H 4.2454 -0.0855 -2.1216 0.02 0.04 -0.02 0.4538
H -3.6836 -5.9174 -2.9314 0.22 0.59 0.85 0.4107
H 6.4518 3.8086 2.5520 -0.04 -0.03 -0.02 0.3785